DFT (ωB97M-V/def2-TZVPD) results for a 3-piece molecular cluster, C3H2I2O overall.

Last column: Löwdin charge in e.
Element x y z (Å)
C 1.70879 -0.01354 -0.12245  -0.04
C 1.20334 0.72883 -0.95802  -0.78
C 0.53626 -0.71585 2.43770  0.00
O 1.35908 -1.31302 2.93750  0.03
I 0.37300 1.88471 -2.37594  0.83
I -3.28024 0.06964 -1.86460  0.29
H 2.23601 -0.68855 0.35088  -0.04
H -4.13624 0.04780 -0.40506  -0.28

Properties
charge	0
lowest unoccupied orbital energy	0.19	eV
highest occupied orbital energy	-9.46	eV
energy above the lowest of the compared OMol25 structures with the same formula, charge and spin	1.8509	eV
frontier orbital gap	0.3546	hartree
strongest force on any atom	7.2	eV Å⁻¹

DFT (ωB97M-V/def2-TZVPD) results for the molecule C6H10N2O4.

Last column: Löwdin charge in e.
Element x y z (Å)
C -2.08771 -2.71902 -0.59542  -0.03
O -1.22375 -1.62192 -1.09563  -0.02
C -1.28198 -0.49585 -0.32332  -0.37
O -2.16814 -0.28577 0.52760  0.09
C -0.21020 0.52168 -0.57016  -0.14
C 0.42212 1.10234 0.69786  -0.43
O 0.88333 2.28444 0.72614  0.07
O 0.72202 0.20819 1.60327  -0.02
C 0.47193 0.71621 2.94867  -0.01
N -0.14025 1.37344 -1.88610  0.13
N 0.68224 0.30827 -1.74054  -0.14
C 2.03777 0.71021 -1.74049  -0.08
H -1.56508 -3.41054 0.11233  0.11
H -3.01659 -2.43746 -0.08768  0.08
H -2.54001 -3.25754 -1.44541  0.09
H 0.14855 -0.05227 3.70283  0.11
H 1.48986 0.97600 3.29335  0.10
H -0.26923 1.51674 2.91014  0.10
H 0.50712 2.16585 -1.79786  0.10
H 2.44890 -0.16938 -1.39133  0.07
H 2.37202 1.59555 -1.12589  0.11
H 2.31708 0.97084 -2.72235  0.08

Properties
charge	0
lowest unoccupied orbital energy	0.62	eV
highest occupied orbital energy	-8.96	eV
energy above the lowest of the compared OMol25 structures with the same formula, charge and spin	4.5804	eV
SMILES	COC(=O)C1(C(=O)OC)NN1C
frontier orbital gap	0.3519	hartree
strongest force on any atom	5.4	eV Å⁻¹

DFT (ωB97M-V/def2-TZVPD) results for a 2-piece molecular cluster, C5H11ClOSi overall.

Last column: Löwdin charge in e.
Element x y z (Å)
C -2.94124 0.28048 -0.50809  0.13
C -1.79391 0.92828 -0.01345  -0.37
C -1.69273 1.05025 1.52652  -0.07
C 2.85563 -2.07901 -0.22679  -0.23
C -0.53793 1.06501 -0.67631  0.07
O 0.40367 -0.76966 -0.03103  -0.33
Si 1.93001 -0.48402 -0.30675  -0.10
Cl 2.71894 1.04881 0.84988  0.26
H -2.84312 0.02001 -1.55917  0.07
H -3.82887 -0.00800 0.02039  0.07
H -1.22494 0.18724 1.98413  0.07
H -2.76002 1.07578 1.89399  0.09
H -1.10400 1.99983 1.71094  0.09
H 3.86838 -1.85155 0.29617  0.06
H 2.30717 -2.96886 0.03856  0.02
H 3.02198 -2.28172 -1.27243  0.00
H -0.51473 0.99400 -1.80244  0.12
H 0.12804 1.72234 -0.14251  0.05
H 2.00766 0.07079 -1.78162  0.00

Properties
charge	0
lowest unoccupied orbital energy (alpha / beta)	-1.41 / -1.41	eV
highest occupied orbital energy (alpha / beta)	-9.46 / -9.47	eV
energy above the lowest of the compared OMol25 structures with the same formula, charge and spin	1.8027	eV
frontier orbital gap (alpha / beta)	0.2960 / 0.2962	hartree
strongest force on any atom	4.7	eV Å⁻¹

DFT (ωB97M-V/def2-TZVPD) results for the molecule C4H8NPS.

Last column: Löwdin charge in e.
Element x y z (Å)
H -1.98916 -0.95550 -1.57373  0.05
N -1.44498 -0.24386 -1.09005  0.10
C -0.66517 -0.64703 -0.18950  -0.71
P -0.44212 -2.40489 0.35753  0.86
C 0.14848 0.34436 0.56812  -0.39
C -0.48477 1.70231 0.73704  -0.10
C 1.57252 0.53360 -0.49378  -0.59
S 2.88783 -0.33916 -0.32738  0.68
H 0.94491 -2.34546 0.35517  -0.15
H -0.50472 -2.94129 -0.92462  -0.11
H 0.53972 -0.07359 1.49783  0.10
H 0.19566 2.38621 1.23213  0.08
H -1.38302 1.60805 1.33750  0.08
H -0.76680 2.10715 -0.22812  0.07
H 1.39164 1.26911 -1.25813  0.04

Properties
charge	0
lowest unoccupied orbital energy	-0.36	eV
highest occupied orbital energy	-8.67	eV
energy above the lowest of the compared OMol25 structures with the same formula, charge and spin	1.7436	eV
SMILES	[H]/N=C(\P)[C@H](C)C=S
frontier orbital gap	0.3055	hartree
strongest force on any atom	3.7	eV Å⁻¹

DFT (ωB97M-V/def2-TZVPD) results for C9H10O6V as an isolated structure.

Last column: Löwdin spin population.
Element x y z (Å)
O -1.16457 -1.38039 4.15019  0.00
C -0.47077 -2.19981 3.69731  0.00
V 1.32836 -2.18601 -0.96777  1.73
O 2.00536 -5.00564 -0.01882  0.09
C 1.76378 -3.88832 -0.28592  0.01
C 1.83105 -1.72797 -2.80481  0.00
O 1.89835 -0.88894 -3.62308  0.04
C 2.01548 -1.03635 0.48439  -0.02
O 2.92283 -0.55285 1.03443  0.02
C -0.54633 -2.18727 -0.55466  -0.01
O -1.68616 -2.39877 -0.67636  0.04
C -2.28300 1.10000 -0.75668  0.00
C -0.83129 0.97758 -1.16139  0.01
O -0.00452 0.46191 -0.11475  0.06
C 0.05596 1.29956 1.02219  0.01
C 0.51762 2.70590 0.74029  0.01
H -2.67399 0.16541 -0.35801  0.00
H -2.90005 1.34568 -1.62794  0.00
H -2.36775 1.89323 0.00890  0.00
H -0.71456 0.23596 -1.96116  0.00
H -0.40543 1.95880 -1.45612  0.00
H -0.94272 1.33803 1.47444  0.00
H 0.76043 0.78700 1.68567  0.00
H -0.23882 3.23914 0.15836  0.00
H 0.65524 3.20871 1.69916  0.00
H 1.47549 2.73541 0.21214  0.00

Properties
charge	+3
lowest unoccupied orbital energy (alpha / beta)	-17.68 / -17.10	eV
highest occupied orbital energy (alpha / beta)	-21.57 / -21.30	eV
spin multiplicity	3
frontier orbital gap (alpha / beta)	0.1431 / 0.1541	hartree
strongest force on any atom	11.5	eV Å⁻¹

DFT (ωB97M-V/def2-TZVPD) results for C42H42Cl2N8O7PdS as an isolated structure.

Last column: Löwdin spin population.
Element x y z (Å)
Pd -0.06013 -0.26559 0.42435  1.49
Cl -6.96566 -1.85705 2.91563  0.00
C -6.19876 -1.15955 1.50739  0.00
C -6.06197 -1.94204 0.37659  0.00
C -5.41689 -1.42588 -0.73288  0.00
C -4.95559 -0.12166 -0.70594  0.00
C -5.13756 0.66418 0.41654  0.00
Cl -4.65807 2.33021 0.33114  0.00
C -5.73269 0.15897 1.58176  0.00
N -5.88941 0.89872 2.74355  0.00
C -4.89196 1.74679 3.31064  0.00
C -5.28255 3.02152 3.71262  0.00
C -4.37546 3.89539 4.28071  0.00
C -3.04995 3.50534 4.43073  0.00
C -2.66540 2.23563 4.04314  0.00
C -3.57420 1.32685 3.50073  0.00
C -3.08397 -0.06929 3.19845  0.01
C -1.91661 -0.09397 2.23567  0.01
O -1.04817 -1.01153 2.34873  0.09
O -1.81298 0.78928 1.35395  0.10
H -6.43612 -2.95640 0.38598  0.00
H -5.24952 -2.04008 -1.60433  0.00
H -4.44959 0.30252 -1.56102  0.00
H -6.53776 0.50373 3.40495  0.00
H -6.30882 3.32043 3.54095  0.00
H -4.69468 4.88371 4.58507  0.00
H -2.32141 4.18827 4.84791  0.00
H -1.63136 1.92826 4.16153  0.00
H -3.86188 -0.70053 2.77439  0.00
H -2.74975 -0.54848 4.12077  0.00
O -0.43446 -2.40663 -1.66516  0.00
N -1.61911 -2.10635 -1.44269  0.00
O -2.54750 -2.74742 -1.92867  0.00
O -1.87784 -1.17168 -0.61370  0.07
N 3.77355 1.18719 1.15721  0.01
C 2.52188 1.69659 1.20399  0.03
S 1.38518 0.97184 2.23896  0.07
N 2.32253 2.74644 0.39229  0.01
C 1.27225 3.70559 0.26990  0.00
C -0.04807 3.51179 0.64841  0.00
C -0.96951 4.53059 0.44314  0.00
C -0.59507 5.73095 -0.13831  0.00
C 0.72568 5.91517 -0.52440  0.00
C 1.65324 4.90990 -0.31859  0.00
H 3.86893 0.25529 1.53128  0.00
H 4.36768 1.39899 0.36715  0.00
H 3.11589 2.98966 -0.18873  0.00
H -0.38457 2.59539 1.08854  0.00
H -1.99730 4.35765 0.73733  0.00
H -1.32398 6.51562 -0.29297  0.00
H 1.03765 6.84252 -0.98744  0.00
H 2.68315 5.05133 -0.62905  0.00
O 3.94152 -2.10233 0.10120  0.00
C 3.37434 -1.27535 -0.60253  0.00
N 3.99161 -0.61650 -1.65991  0.00
C 3.00324 0.11698 -2.44707  0.00
C 1.81632 -0.00022 -1.47535  0.00
O 0.74857 0.62076 -1.56329  0.06
N 2.08894 -0.81883 -0.46198  0.04
C 2.73604 -0.58626 -3.77553  0.00
C 3.68423 -0.47321 -4.79116  0.00
C 3.51669 -1.15275 -5.98625  0.00
C 2.39030 -1.94261 -6.18292  0.00
C 1.44167 -2.04816 -5.17866  0.00
C 1.61067 -1.37425 -3.97455  0.00
C 3.38004 1.57504 -2.65611  0.00
C 4.61261 2.07699 -2.25477  0.00
C 4.94219 3.41043 -2.48569  0.00
C 4.03797 4.24890 -3.11727  0.00
C 2.79984 3.75203 -3.51060  0.00
C 2.47299 2.42566 -3.28617  0.00
H 4.75526 -1.08691 -2.12048  0.00
H 4.55084 0.16423 -4.65167  0.00
H 4.25900 -1.05652 -6.76830  0.00
H 2.25251 -2.46627 -7.12020  0.00
H 0.55375 -2.64969 -5.32513  0.00
H 0.85479 -1.46940 -3.20569  0.00
H 5.32737 1.41888 -1.77656  0.00
H 5.91045 3.78484 -2.17821  0.00
H 4.29325 5.28405 -3.30393  0.00
H 2.08290 4.40416 -3.99235  0.00
H 1.50566 2.04193 -3.58373  0.00
C 1.56361 -4.28660 2.90373  0.00
C 1.35071 -2.96319 2.13031  0.00
N 0.54316 -3.20801 0.94420  0.00
C 1.27350 -4.03184 -0.00474  0.00
C 1.72281 -5.34329 0.68249  0.00
N 1.04720 -5.39492 2.02677  0.00
C -0.44265 -5.26319 1.86310  0.00
C -0.71444 -3.84882 1.29170  0.00
H 0.99961 -4.33380 3.83473  0.00
H 2.61288 -4.49682 3.10724  0.00
H 2.30573 -2.55260 1.80344  0.00
H 0.84707 -2.23189 2.75949  0.00
H 2.14924 -3.48772 -0.34663  0.00
H 0.62901 -4.22434 -0.86001  0.00
H 2.79614 -5.36864 0.86835  0.00
H 1.42914 -6.24027 0.13858  0.00
H 1.25200 -6.28814 2.46484  0.00
H -0.88911 -5.41990 2.84428  0.00
H -0.75928 -6.06466 1.19650  0.00
H -1.23327 -3.22040 2.01267  0.00
H -1.32999 -3.92473 0.39570  0.00

Properties
charge	0
lowest unoccupied orbital energy (alpha / beta)	-0.47 / -0.47	eV
highest occupied orbital energy (alpha / beta)	-7.51 / -7.52	eV
energy above the lowest of the compared OMol25 structures with the same formula, charge and spin	0.1086	eV
spin multiplicity	3
frontier orbital gap (alpha / beta)	0.2589 / 0.2591	hartree
strongest force on any atom	0.7	eV Å⁻¹

Molecular weight for the records above, in order: 307.86; 174.16; 150.68; 133.16; 265.12; 980.24 g/mol